No. 1
The following is a DFT calculation (ωB97M-V/def2-TZVPD) of the molecule C6H16N2.

The geometry in XYZ format:
```
24
Properties=species:S:1:pos:R:3:forces:R:3:mulliken_charge:R:1
N -0.54995 0.01979 -0.00043 0.8851 -1.3361 -2.2328 -0.2350
N -3.13716 -1.66001 1.10972 5.9840 0.9830 -3.5801 -0.5268
C 0.88681 0.30981 -0.30552 -1.1679 0.1422 0.0988 -0.0252
C 1.08553 1.70877 0.30669 0.0048 -0.2980 -0.7101 -0.3607
C 2.02993 -0.63844 0.15812 -0.6556 -0.4021 0.5922 -1.3486
C -1.21147 -1.15040 -0.64896 0.8538 1.0471 0.5897 -0.5673
C 2.42841 2.23462 -0.26372 -2.1723 0.5974 0.6036 -1.3607
C -2.71269 -1.10058 -0.25387 -0.0682 -0.0484 1.3568 -0.6022
H 2.14081 2.43616 -1.28455 0.5815 1.3837 -0.3383 0.3760
H -1.05900 -1.04620 -1.75276 -0.5702 0.2721 0.6545 0.3021
H 0.12740 2.28658 -0.02573 2.0247 -0.5570 0.9353 0.3132
H 0.91158 0.36381 -1.42181 0.0904 0.2035 0.6516 0.2571
H 1.77328 -1.01569 1.14326 -0.0391 0.2176 0.5422 0.3638
H -3.43937 -1.05970 1.76367 -1.1347 2.9396 2.3369 0.1949
H -0.67166 -2.10329 -0.45323 -0.7432 0.1605 0.4502 0.2804
H -3.22511 -1.61832 -1.04866 -0.5772 -0.3542 -0.0083 0.4530
H 3.00753 -0.10591 0.25897 -0.8854 -0.9059 -0.3459 0.3546
H -3.76037 -2.30975 0.94950 -3.8417 -4.1903 -0.6529 0.1686
H 1.17798 1.59582 1.40943 -0.4864 0.1881 -0.5385 0.3114
H 3.11754 1.46102 -0.37947 1.1020 -1.1780 0.1193 0.4421
H 2.09289 -1.58507 -0.39432 0.2780 0.5205 -0.4312 0.3214
H 2.88177 2.95156 0.41778 -0.0848 0.7143 -0.7960 0.3092
H -3.09064 -0.07103 -0.23306 0.5572 -0.0092 -0.5779 0.2913
H -0.80404 0.09646 0.94894 0.0652 -0.0904 1.2811 0.2874
```
Forces are in eV/Å.

LUMO level: 1.2 eV
Charge: 0
Orbital gap: 9.596 eV
HOMO level: -8.437 eV
Structure (SMILES): CC[C@@H](C)NCCN

No. 2
The following is a DFT calculation (ωB97M-V/def2-TZVPD) of a structure of composition C19H22BrF6GdN7O5S3.

The geometry in XYZ format:
```
64
Properties=species:S:1:pos:R:3:forces:R:3:mulliken_charge:R:1
Gd -0.24498 0.07877 0.00903 4.4420 -0.3317 3.7015 0.1118
Br -1.46224 2.64608 1.66601 -0.1068 0.6550 -0.1185 -0.1188
S -3.09556 -0.46658 -0.91827 -1.9558 -0.3358 -0.6649 1.3512
S 1.18941 0.65452 2.39403 -0.0728 0.0193 0.0730 -0.4646
S -1.44935 0.89667 -2.50091 -0.8107 1.6782 -1.7092 1.1246
F -4.75197 1.57979 -0.79332 0.1998 -0.1034 -0.1205 -0.1858
F -5.54411 -0.09690 -1.90535 0.3042 -0.1438 0.0164 -0.1875
F -0.83554 0.02096 -4.89576 0.0024 -0.1188 0.1738 -0.1990
F -2.56028 1.31664 -4.87605 -0.0313 0.0133 0.3614 -0.1935
F -5.43054 -0.17814 0.25237 0.2632 -0.1489 -0.0347 -0.1874
F -0.58117 2.14944 -4.65363 -0.1119 -0.1450 0.4838 -0.1905
O -0.13713 0.40874 -2.12506 0.9825 -0.1643 -2.2979 -0.4893
O -0.91658 -1.55243 1.38220 -0.3064 -0.6160 0.6598 0.1821
O -2.35555 0.34853 0.02643 -2.5645 0.4885 0.6073 -0.3697
O -1.74781 2.14444 -1.87510 -0.3000 0.4657 -0.3836 -0.6069
O -3.21627 -1.84314 -0.59880 -0.2775 -0.3071 -0.1410 -0.6855
N 3.53713 1.79673 1.99258 0.1186 0.0973 0.0401 -0.3618
N 0.28045 -2.20109 -1.28621 0.3170 -0.1074 -0.1350 0.4993
N -0.57243 -2.66068 3.30408 -0.0003 0.1510 -0.4426 0.2777
N -2.55022 -0.20961 -2.37161 -0.2610 -0.3403 -0.0169 -0.5499
N 3.04177 0.15506 0.49690 0.8955 0.6427 -0.3350 -1.8133
N 2.12046 -0.63278 -0.08324 0.3342 -1.1274 -0.2263 1.4238
N 0.65380 2.56740 -0.07580 -0.2399 0.4747 0.0043 0.7223
C 1.15252 5.30021 -0.13668 0.0301 -0.4022 -0.1285 -0.5116
C -1.16430 -1.70099 2.60392 0.0204 -0.1047 0.0896 0.5540
C -0.60439 -2.93958 -1.94721 -0.0965 -0.1878 -0.0559 -0.0860
C 1.70225 3.06195 -0.74108 0.0045 0.1466 -0.0406 -0.6345
C 0.05464 4.80960 0.54787 -0.0654 -0.2586 0.0660 -0.8906
C 2.67072 0.87510 1.52790 -0.3719 -0.8665 0.0930 0.6747
C -0.25634 -4.05169 -2.70411 0.2684 -0.0653 0.0343 -1.1236
C -2.14537 -0.81626 3.31168 0.0191 0.1138 -0.2382 -1.1564
C 0.34203 -3.55884 2.63168 0.2037 -0.1457 -0.3920 -1.0490
C -0.70132 -2.77738 4.74069 -0.2013 0.1416 0.3456 -1.0731
C 1.07357 -4.44574 -2.74766 -0.3301 0.0971 0.0726 -0.4006
C 1.58424 -2.54846 -1.37317 -0.6721 -0.5369 -0.3750 1.0928
C -1.36117 1.11360 -4.35905 0.0507 -0.0830 -0.4680 0.5081
C 2.53636 -1.68929 -0.70522 0.1293 1.1161 0.6969 -0.9030
C -4.82953 0.25615 -0.84925 -0.1531 0.2900 0.0093 0.5652
C 2.00844 -3.68657 -2.06828 -0.0933 0.5156 0.2752 -0.9874
C 3.27134 4.90234 -1.43107 0.0659 -0.0844 -0.1561 -1.3756
C -0.11427 3.43818 0.57326 0.1531 -0.3509 0.0764 0.3391
C 2.02480 4.41732 -0.77099 -0.3068 -0.0312 0.2366 0.4061
H -1.71269 -3.07497 5.02195 0.0475 -0.0439 0.0583 0.3251
H 4.47490 1.78017 1.62380 0.0148 0.0109 0.0200 0.2753
H 3.05473 -3.95075 -2.07229 0.1010 0.0114 -0.0167 0.4896
H 0.11993 -3.53546 1.56377 0.1229 -0.1060 0.1661 0.2161
H 3.59545 -1.93899 -0.73547 -0.0437 0.0818 0.0780 0.3610
H 1.33586 6.36431 -0.17312 0.0347 0.0736 0.0275 0.4113
H -0.46524 -1.82827 5.22395 0.0147 -0.0785 0.0534 0.3649
H 0.20539 -4.56935 3.01437 0.0187 0.0327 0.0029 0.4805
H -1.64288 -2.64489 -1.86125 0.1598 -0.1047 -0.0619 0.3632
H 2.32057 2.33531 -1.25927 -0.0052 0.0247 0.0299 0.5211
H 4.13560 4.37824 -1.02642 0.1021 0.0544 0.0004 0.3257
H -0.63857 5.45594 1.05922 -0.0447 0.0549 0.0872 0.4787
H -1.64284 -0.24635 4.09015 0.0111 0.0420 0.1300 0.3504
H -2.58177 -0.12329 2.59570 -0.0086 -0.0768 0.0266 -0.0458
H 3.38990 2.14485 2.92610 0.0571 0.0205 -0.1273 0.2122
H -1.01476 -4.60116 -3.23835 -0.1006 -0.0304 0.0043 0.4914
H 3.39465 5.97026 -1.27123 0.0921 0.0197 -0.0319 0.3781
H 3.24434 4.71200 -2.50206 0.0385 0.0288 -0.1063 0.3259
H 0.00144 -3.52763 5.09507 -0.0615 0.0344 -0.0242 0.4118
H 1.37576 -3.24056 2.78735 -0.0132 -0.0445 0.0039 0.3082
H 1.37013 -5.32946 -3.29363 0.0300 -0.0100 -0.0541 0.4463
H -2.93541 -1.41206 3.76395 -0.0426 0.0054 0.0975 0.4709
```
Forces are in eV/Å.

2S+1: 8
Expectation value of S²: 16.040
LUMO level (spin up / spin down): -3.1 / -5.2 eV
Charge: +1
Orbital gap (spin up / spin down): 7.703 / 5.443 eV
HOMO level (spin up / spin down): -10.768 / -10.680 eV

no.,total energy (eV)
1,-9459.881
2,-180412.279